1.
{"formula": "C12H16N2", "method": "ωB97M-V with the def2-TZVPD basis set", "elements": ["C", "C", "C", "C", "C", "C", "C", "C", "C", "C", "C", "C", "N", "N", "H", "H", "H", "H", "H", "H", "H", "H", "H", "H", "H", "H", "H", "H", "H", "H"], "coordinates": [[1.91, 2.61, -2.00], [2.82, 1.55, -1.67], [0.70, 2.60, -1.45], [2.58, 0.70, -0.64], [0.47, 1.86, -0.25], [1.44, 0.91, 0.18], [-0.49, 2.40, 0.61], [0.93, 0.21, 1.35], [-0.08, -0.90, 0.87], [0.52, -1.69, -0.26], [-0.41, -1.89, 2.00], [-3.24, 0.03, -0.55], [-1.95, -0.54, -0.48], [-1.40, -0.35, 0.64], [2.00, 3.19, -2.90], [3.75, 1.48, -2.34], [-0.08, 3.24, -1.71], [3.34, -0.11, -0.40], [-1.45, 2.86, 0.22], [1.61, -0.26, 2.09], [0.28, 0.94, 1.90], [1.55, -1.97, -0.07], [0.56, -1.12, -1.24], [0.15, -2.69, -0.53], [-0.92, -2.81, 1.64], [-1.00, -1.17, 2.64], [0.38, -2.17, 2.67], [-3.28, 0.93, 0.06], [-3.28, 0.30, -1.65], [-4.13, -0.60, -0.13]], "lowdin_charge": [-0.0844, -0.0882, -0.0581, -0.0567, -0.3002, -0.2079, 0.1846, -0.1012, -0.5691, -0.0752, -0.0518, -0.1396, -0.0259, 0.0349, 0.1006, 0.1276, 0.0842, 0.1351, 0.0711, 0.1372, 0.1117, 0.0769, 0.1001, 0.0795, 0.0975, 0.1001, 0.0663, 0.0483, 0.0900, 0.1126], "spin_multiplicity": 3, "molar_mass_g_mol": 188.3, "homo_ev": [-7.15, -8.94], "relative_energy_kj_mol": 348.8, "s_squared": 2.050, "total_charge": 0}

***

2.
{"formula": "C10H21N2", "method": "ωB97M-V with the def2-TZVPD basis set", "elements": ["C", "C", "C", "C", "C", "C", "C", "C", "C", "C", "N", "N", "H", "H", "H", "H", "H", "H", "H", "H", "H", "H", "H", "H", "H", "H", "H", "H", "H", "H", "H", "H", "H"], "coordinates": [[-2.43, 0.79, -0.05], [-1.24, 1.74, -0.30], [-0.67, 0.69, -1.24], [-1.89, -0.25, -0.97], [-1.58, 3.18, -0.85], [3.88, -0.63, 1.55], [0.27, -1.67, -1.25], [2.43, -1.18, 1.45], [1.34, -0.07, 1.47], [-0.04, -0.58, 1.00], [-2.46, -1.23, -1.67], [-0.29, -0.51, -0.49], [-2.72, 0.41, 1.02], [-3.33, 1.13, -0.44], [-0.59, 1.76, 0.59], [-0.10, 1.05, -2.14], [-0.64, 3.77, -1.19], [-1.95, 3.70, 0.00], [-2.34, 3.07, -1.62], [4.16, -0.57, 2.60], [4.04, 0.17, 0.73], [4.37, -1.47, 1.15], [1.32, -1.96, -0.79], [-0.46, -2.49, -1.39], [0.42, -1.33, -2.36], [2.27, -1.89, 0.55], [2.23, -1.84, 2.37], [1.22, 0.30, 2.49], [1.65, 0.78, 0.88], [-0.19, -1.66, 1.14], [-0.85, -0.21, 1.64], [-2.58, -1.29, -2.68], [-3.24, -1.71, -1.21]], "lowdin_charge": [-0.0689, -0.2642, -0.1003, -0.3032, -0.0130, -0.0921, 0.0001, -0.2649, -0.1738, -0.1217, 0.1477, -0.1309, 0.1589, 0.1087, 0.1330, 0.1820, 0.1175, 0.0610, 0.0840, 0.0768, 0.1164, 0.0407, 0.1091, 0.0948, 0.1329, 0.0920, 0.1332, 0.1190, 0.1019, 0.1351, 0.1153, 0.1363, 0.1367], "molar_mass_g_mol": 169.3, "homo_ev": -13.47, "relative_energy_kj_mol": 230.7, "total_charge": 1, "smiles": "CCCC[N@+]1(C)[C@@H]2[C@@H](C)C[C@@]21N"}

***

3.
{"formula": "C6H9OP", "method": "ωB97M-V with the def2-TZVPD basis set", "elements": ["C", "C", "C", "C", "C", "C", "O", "P", "H", "H", "H", "H", "H", "H", "H", "H", "H"], "coordinates": [[-0.28, -1.15, -1.16], [0.95, -0.71, -0.96], [0.39, 0.79, 1.43], [-1.54, -0.22, -1.06], [-0.98, 1.17, -0.95], [1.35, -0.23, 1.98], [-0.56, 1.28, 2.02], [0.76, 1.21, -0.32], [-0.41, -2.14, -1.56], [1.87, -1.28, -1.08], [-2.07, -0.25, -2.04], [-2.10, -0.76, -0.25], [-0.83, 1.38, -2.02], [-1.34, 2.09, -0.36], [1.48, 0.17, 3.01], [0.97, -1.20, 1.98], [2.34, -0.16, 1.35]], "lowdin_charge": [-0.2049, -0.2006, -0.6758, -0.2367, -0.4127, -0.0875, 0.0104, 1.0093, 0.0903, 0.0569, 0.1087, 0.1252, 0.0700, 0.0982, 0.0948, 0.0524, 0.1019], "molar_mass_g_mol": 128.1, "homo_ev": -8.68, "relative_energy_kj_mol": 25.5, "total_charge": 0, "smiles": "CC(=O)P1C=CCC1"}

***

4.
{"formula": "C3H2N2OS", "method": "ωB97M-V with the def2-TZVPD basis set", "elements": ["C", "C", "C", "H", "H", "N", "N", "O", "S"], "coordinates": [[0.44, -0.57, -1.34], [-0.51, 0.37, 0.72], [0.36, -0.29, 1.57], [0.55, -0.45, -2.39], [-0.90, 1.41, -1.15], [-0.25, 0.55, -0.76], [0.95, -0.73, 2.54], [1.06, -1.46, -0.83], [-1.71, 1.17, 1.64]], "lowdin_charge": [-0.3302, -0.7115, -0.3145, 0.1134, 0.2113, 0.0443, 0.1923, 0.0776, 0.7173], "molar_mass_g_mol": 114.1, "homo_ev": -9.75, "relative_energy_kj_mol": 189.1, "total_charge": 0, "smiles": "N#CC(=S)NC=O"}

***

5.
{"formula": "C45H73FO17", "method": "ωB97M-V with the def2-TZVPD basis set", "elements": ["C", "C", "C", "F", "C", "O", "C", "C", "C", "C", "C", "C", "O", "C", "O", "C", "C", "O", "C", "C", "O", "C", "C", "C", "C", "C", "C", "C", "C", "C", "C", "C", "C", "C", "C", "H", "H", "H", "H", "H", "H", "H", "H", "H", "H", "H", "H", "H", "H", "H", "H", "H", "H", "H", "H", "H", "H", "H", "H", "H", "H", "H", "H", "H", "H", "H", "H", "H", "H", "H", "H", "H", "H", "H", "H", "H", "H", "H", "H", "H", "H", "H", "H", "H", "C", "C", "C", "O", "C", "O", "O", "H", "H", "H", "H", "H", "H", "C", "C", "C", "O", "C", "O", "O", "H", "H", "H", "H", "H", "H", "C", "C", "C", "O", "C", "O", "O", "H", "H", "H", "H", "H", "H", "C", "C", "C", "O", "C", "O", "O", "H", "H", "H", "H", "H", "H"], "coordinates": [[-4.11, -7.77, 1.52], [-4.92, -7.06, 2.74], [-3.79, -6.33, 3.64], [-4.31, -5.93, 4.94], [-3.12, -5.06, 2.86], [-1.84, -5.36, 2.30], [-0.81, -5.50, 3.32], [0.11, -4.18, 3.43], [0.98, -4.14, 2.04], [1.18, -4.22, 4.63], [0.52, -4.40, 6.09], [2.25, -5.44, 4.41], [-3.09, -3.85, 3.67], [-4.31, -3.12, 3.57], [-5.09, -3.13, 4.57], [-4.75, -2.23, 2.31], [-4.47, -0.64, 2.55], [-5.36, 0.20, 1.78], [-4.91, 0.35, 0.41], [-5.37, 1.76, -0.25], [-5.41, 1.57, -1.69], [-4.59, 2.53, -2.36], [-3.03, 2.42, -2.47], [-2.20, 3.51, -3.23], [-2.91, 4.75, -3.89], [-1.99, 5.88, -4.61], [-2.99, 6.86, -5.45], [-1.00, 5.24, -5.69], [-1.35, 6.76, -3.44], [0.22, 6.97, -3.41], [0.52, 7.91, -2.10], [0.82, 7.83, -4.65], [1.09, 5.62, -3.12], [-4.45, 4.83, -3.77], [-5.31, 3.74, -3.02], [-4.77, -8.52, 0.95], [-3.77, -6.91, 0.84], [-3.17, -8.28, 1.94], [-5.36, -7.90, 3.39], [-5.72, -6.32, 2.38], [-2.96, -7.12, 3.79], [-3.83, -4.86, 1.97], [-0.19, -6.43, 3.02], [-1.22, -5.71, 4.37], [-0.57, -3.26, 3.50], [1.28, -5.21, 1.75], [1.89, -3.48, 2.26], [0.31, -3.69, 1.23], [1.73, -3.21, 4.64], [0.54, -5.52, 6.40], [-0.54, -3.98, 6.19], [1.23, -3.87, 6.84], [1.73, -6.39, 4.02], [3.05, -5.15, 3.63], [2.75, -5.73, 5.41], [-4.19, -2.57, 1.37], [-5.89, -2.34, 2.16], [-4.63, -0.38, 3.66], [-3.37, -0.45, 2.27], [-5.41, -0.50, -0.20], [-3.76, 0.32, 0.31], [-4.62, 2.59, 0.04], [-6.40, 2.07, 0.14], [-2.55, 1.51, -1.95], [-1.06, 3.39, -3.24], [-2.44, 7.49, -6.22], [-3.63, 7.47, -4.72], [-3.68, 6.14, -6.04], [-0.39, 5.99, -6.30], [-0.30, 4.42, -5.25], [-1.66, 4.67, -6.45], [-1.84, 7.81, -3.47], [-1.67, 6.32, -2.42], [0.24, 7.23, -1.20], [-0.16, 8.83, -2.06], [1.63, 8.14, -1.99], [0.05, 7.95, -5.51], [1.00, 8.92, -4.29], [1.84, 7.46, -5.02], [2.06, 5.83, -2.56], [1.40, 5.18, -4.14], [0.42, 4.84, -2.62], [-5.05, 5.70, -4.20], [-6.45, 3.89, -2.94], [2.51, 1.23, 6.39], [3.71, 0.44, 5.90], [4.07, 0.69, 4.46], [4.70, -0.53, 4.09], [4.17, -1.50, 4.88], [4.33, -2.68, 4.71], [3.44, -0.96, 5.89], [1.68, 0.57, 6.67], [2.78, 1.81, 7.28], [2.15, 1.94, 5.65], [4.57, 0.61, 6.56], [4.75, 1.53, 4.35], [3.20, 0.84, 3.81], [8.29, -6.99, 2.54], [6.79, -7.05, 2.32], [6.00, -6.08, 3.15], [4.74, -6.73, 3.27], [4.98, -8.06, 3.16], [4.17, -8.92, 3.40], [6.25, -8.30, 2.74], [8.67, -7.92, 2.96], [8.80, -6.81, 1.59], [8.57, -6.17, 3.20], [6.56, -6.93, 1.25], [5.89, -5.11, 2.67], [6.40, -5.93, 4.16], [-0.87, -0.35, -0.10], [0.02, 0.55, 0.73], [0.42, 1.83, 0.04], [1.67, 2.13, 0.66], [2.20, 0.95, 1.06], [3.33, 0.80, 1.45], [1.29, -0.06, 0.97], [-0.39, -1.30, -0.34], [-1.79, -0.57, 0.45], [-1.18, 0.12, -1.04], [-0.44, 0.75, 1.70], [-0.30, 2.63, 0.20], [0.59, 1.71, -1.04], [1.61, 5.02, -10.38], [2.07, 5.17, -8.94], [3.38, 4.50, -8.63], [3.26, 4.22, -7.24], [1.93, 4.08, -6.98], [1.48, 3.64, -5.96], [1.18, 4.49, -8.04], [0.68, 4.45, -10.45], [1.43, 6.01, -10.81], [2.36, 4.54, -11.00], [2.08, 6.23, -8.65], [4.23, 5.16, -8.82], [3.53, 3.56, -9.17]], "lowdin_charge": [-0.1105, -0.1728, -0.1987, -0.0467, -0.2763, -0.0943, -0.1671, -0.2803, -0.0738, -0.3468, -0.0983, -0.0876, -0.0070, -0.3371, 0.0787, -0.0468, -0.1883, -0.1740, -0.1606, -0.1501, -0.1434, -0.2237, 0.0144, 0.0045, -0.1108, -0.4378, -0.0881, -0.0717, -0.1283, -0.5007, -0.1091, -0.0668, -0.0604, -0.0095, 0.0228, 0.0814, 0.0767, 0.0835, 0.1214, 0.1170, 0.1487, 0.1578, 0.1353, 0.1331, 0.1382, 0.0894, 0.0829, 0.0708, 0.1143, 0.0818, 0.0784, 0.0817, 0.0836, 0.0634, 0.0926, 0.1161, 0.1433, 0.1450, 0.1138, 0.1454, 0.1067, 0.1376, 0.1376, 0.0753, 0.0852, 0.0837, 0.0817, 0.0882, 0.0774, 0.0633, 0.1092, 0.1219, 0.1290, 0.0864, 0.0825, 0.0840, 0.0706, 0.0791, 0.0817, 0.0896, 0.0604, 0.0651, 0.0849, 0.1072, -0.0113, -0.3292, -0.1148, 0.0725, -0.5346, 0.1413, 0.0777, 0.0916, 0.0803, 0.0815, 0.1571, 0.1483, 0.1163, -0.0137, -0.3317, -0.1051, 0.0297, -0.5328, 0.1550, 0.0815, 0.0910, 0.0799, 0.0823, 0.1578, 0.1467, 0.1443, 0.0002, -0.3217, -0.1092, 0.0696, -0.5283, 0.1541, 0.0861, 0.0946, 0.0502, 0.0629, 0.1589, 0.1434, 0.1417, -0.0102, -0.3290, -0.1074, 0.0716, -0.5250, 0.1213, 0.0742, 0.0934, 0.0823, 0.0829, 0.1591, 0.1443, 0.1416], "molar_mass_g_mol": 905.1, "homo_ev": -8.60, "total_charge": 0, "smiles": "CC[C@H](F)[C@H](OC[C@H](C)C(C)C)OC(=O)CCOCCOc1ccc(C(C)(C)CC(C)(C)C)cc1.C[C@@H]1COC(=O)O1.C[C@@H]1COC(=O)O1.C[C@@H]1COC(=O)O1.C[C@@H]1COC(=O)O1"}